5 unconnected molecules or ions with the total composition C17H41NO5 at a distorted geometry, computed with ωB97M-V/def2-TZVPD.

Net charge ... 0
F_max ... 0.1091 hartree/bohr
Calculated total energy ... -30021.4519 eV
SMILES ... C[C@H]1CCC(=O)N1.CC(C)O.CC(C)O.CC(C)O.CC(C)O
LUMO ... 0.63 eV

```
64
Properties=species:S:1:pos:R:3:forces:R:3
C 2.72262 0.10145 -1.90919 0.08 -0.47 -0.06
C 1.32756 -0.40777 -1.93675 -0.97 -0.08 -0.15
C 0.19330 0.55192 -2.25822 -0.53 -1.30 -0.62
C -0.95695 -0.46988 -2.11975 0.12 0.64 0.60
C -0.31925 -1.77593 -2.59886 1.29 4.76 -0.03
O -0.82590 -2.80871 -2.65984 -2.42 -5.04 -0.46
N 0.98099 -1.45939 -2.91762 1.28 -0.24 0.18
H 3.08263 0.32299 -2.89990 0.10 0.41 -0.27
H 3.40565 -0.61574 -1.47242 0.17 -0.35 0.11
H 2.74272 0.96698 -1.26718 0.15 0.52 0.00
H 0.99532 -0.83459 -0.98790 0.80 0.19 0.74
H 0.20776 0.72594 -3.32837 0.45 0.93 -0.13
H 0.16175 1.42374 -1.63374 -0.21 0.45 0.18
H -1.20073 -0.54394 -1.06495 -0.08 -0.33 0.23
H -1.88764 -0.22854 -2.61391 -0.08 -0.01 -0.44
H 1.62354 -2.23783 -2.99371 -0.16 -0.12 0.05
C 6.44973 2.76297 -4.69352 -0.03 -0.14 -0.12
C 5.07994 3.11969 -4.13648 0.45 0.15 0.30
C 5.07229 4.51581 -3.53285 -0.18 0.05 0.01
O 4.68775 2.16097 -3.15300 -0.09 0.02 -0.14
H 7.20089 2.77137 -3.89875 -0.01 0.10 0.01
H 6.43975 1.75900 -5.11912 -0.03 0.02 -0.03
H 6.75831 3.46674 -5.46795 0.02 0.00 0.02
H 4.33604 3.06180 -4.93185 -0.08 -0.11 0.07
H 5.78097 4.57820 -2.70222 0.08 -0.02 -0.06
H 4.08537 4.75505 -3.13533 -0.01 -0.01 -0.05
H 5.34169 5.26968 -4.27402 0.02 0.00 0.02
H 5.33303 2.19325 -2.43625 -0.04 0.01 -0.07
C -4.98035 -2.07737 -0.11541 -0.16 0.03 0.14
C -5.14949 -1.33665 -1.43343 0.52 -0.09 0.08
C -4.33075 -1.98449 -2.53974 -0.06 0.09 -0.10
O -4.76250 0.02924 -1.26995 -0.14 0.06 -0.06
H -3.93329 -2.05618 0.20120 0.04 -0.08 -0.12
H -5.56835 -1.59977 0.67011 -0.05 -0.01 -0.04
H -5.29395 -3.11890 -0.20210 0.04 -0.01 0.01
H -6.20376 -1.32687 -1.71379 -0.02 0.15 0.03
H -3.26786 -1.96016 -2.29293 -0.04 -0.17 0.07
H -4.45529 -1.44377 -3.47934 -0.08 0.00 0.01
H -4.62284 -3.02420 -2.69507 0.03 0.00 0.01
H -3.83031 0.04213 -1.01387 -0.04 -0.01 0.07
C -1.01425 1.07142 2.88917 0.17 -0.05 -0.11
C -1.85296 1.34036 1.65032 -0.26 -0.12 0.51
C -3.23165 1.86945 2.01290 -0.07 0.08 -0.20
O -1.98180 0.14091 0.88068 0.01 0.02 -0.17
H -1.48754 0.31490 3.52049 -0.06 0.07 0.05
H -0.03166 0.68742 2.61115 0.01 0.05 -0.01
H -0.87892 1.97726 3.48099 -0.02 -0.02 0.03
H -1.34181 2.06168 1.01083 0.01 -0.11 -0.14
H -3.77630 1.13768 2.61592 0.07 0.01 0.07
H -3.82212 2.05112 1.11379 0.02 0.02 0.00
H -3.16168 2.79965 2.57831 0.00 -0.02 0.02
H -2.43449 -0.51313 1.42783 0.03 0.07 -0.01
C -0.15746 -2.73925 7.21689 -0.17 0.04 0.08
C -0.23470 -2.06496 5.85559 0.52 -0.13 0.18
C 0.72036 -2.70853 4.86146 -0.08 0.05 -0.17
O 0.05814 -0.67359 5.98217 -0.19 0.09 -0.08
H 0.84876 -2.64504 7.63445 0.04 -0.06 -0.08
H -0.84480 -2.26481 7.91800 -0.03 -0.02 -0.04
H -0.40546 -3.79954 7.14891 0.03 0.00 0.01
H -1.25504 -2.12844 5.47464 -0.02 0.14 0.00
H 1.75372 -2.61315 5.20623 -0.02 -0.06 0.08
H 0.65528 -2.21229 3.89216 -0.05 -0.02 0.01
H 0.49779 -3.76800 4.72609 0.03 0.00 0.01
H 0.95813 -0.58932 6.31904 -0.07 -0.02 -0.03
```
Positions in Å, forces in eV/Å.

---

A molecular structure, C20H17ClCoI2N2O at a distorted geometry, computed with ωB97M-V/def2-TZVPD.

ΔE to the lowest compared entry with this formula, charge and spin ... 0.246 eV
Net charge ... +1
F_max ... 0.0403 hartree/bohr
Calculated total energy ... -92387.3799 eV
LUMO (spin up / spin down) ... -4.29 / -4.33 eV

```
44
Properties=species:S:1:pos:R:3:forces:R:3
Co 0.26881 -0.23286 -0.04410 0.24 1.30 -0.15
I 1.06008 -3.96869 5.71875 0.01 -0.02 0.09
C 0.85752 -3.32382 3.75619 0.11 0.00 -0.14
C 1.90710 -3.48798 2.86041 -0.09 0.02 -0.01
C 1.76755 -3.05902 1.54543 0.26 -0.27 0.17
I 3.36937 -3.22604 0.23048 0.02 -0.02 -0.05
C 0.58333 -2.48965 1.10511 0.10 0.08 -0.84
O 0.41890 -2.04044 -0.16966 0.21 0.51 1.31
C -0.45375 -2.31293 2.01786 -0.37 -0.04 0.40
C -1.69427 -1.64161 1.51679 0.02 -0.08 -0.04
N -1.41273 -0.22515 1.11567 0.97 -0.26 -0.56
C -2.53995 0.38460 0.37974 -0.18 0.13 -0.26
C -2.25360 0.59609 -1.09463 0.06 -0.01 0.08
C -3.26582 0.93341 -1.97951 -0.05 0.01 0.08
C -2.94768 1.14338 -3.30773 0.00 0.02 -0.09
C -1.62848 1.01197 -3.72658 -0.08 0.03 -0.02
C -0.67772 0.67371 -2.79179 -0.06 -0.02 0.17
N -0.98674 0.47240 -1.49985 -0.25 -0.26 -0.14
C -0.32028 -2.72222 3.33865 -0.06 0.05 -0.19
H 2.83481 -3.94036 3.18277 -0.01 0.01 0.00
H -2.48289 -1.66773 2.27068 -0.02 0.10 0.00
H -2.05822 -2.13771 0.61636 0.02 -0.04 -0.01
H -1.23435 0.32329 1.94993 0.12 0.00 0.07
H -2.79217 1.34697 0.82736 0.09 0.04 0.00
H -3.42775 -0.24246 0.47821 0.01 -0.02 0.04
H -4.28537 1.02364 -1.62667 0.02 0.00 -0.03
H -3.72290 1.40353 -4.01672 0.01 -0.01 0.01
H -1.34588 1.16092 -4.75875 -0.01 0.01 0.01
H 0.36417 0.55346 -3.05776 0.01 -0.02 0.00
H -1.14061 -2.58010 4.03227 0.03 -0.01 -0.01
Cl 0.02514 2.95537 1.30199 0.01 -0.06 0.04
C 1.10332 2.58581 -0.00958 0.03 -0.24 -0.04
C 1.16476 3.47047 -1.06813 0.04 0.02 -0.17
C 2.02871 3.21430 -2.12389 0.01 -0.01 -0.02
C 2.83111 2.07257 -2.13486 -0.12 0.14 -0.05
C 2.77024 1.19223 -1.07973 -0.26 -0.17 0.09
C 1.91665 1.42830 0.02855 0.13 0.19 0.04
C 1.85663 0.46943 1.09095 -1.44 -1.48 0.01
H 0.54562 4.35680 -1.05840 0.01 0.00 -0.02
H 2.08095 3.91881 -2.94360 0.00 -0.01 0.00
H 3.50461 1.88547 -2.96005 -0.01 0.02 0.00
H 3.38436 0.29868 -1.06408 0.03 0.04 0.03
H 1.42798 0.74377 2.04660 0.27 0.14 0.06
H 2.59947 -0.32060 1.10528 0.16 0.19 0.10
```
Positions in Å, forces in eV/Å.

---

C28H42N4O4S in the gas phase at a distorted geometry, computed with ωB97M-V/def2-TZVPD.

ΔE to the lowest compared entry with this formula, charge and spin ... 0.041 eV
Net charge ... 0
F_max ... 0.0217 hartree/bohr
Calculated total energy ... -54705.1513 eV
SMILES ... CCn1cc(C(=O)NCCCN2CCC(C)CC2)c(=O)c2cc(S(=O)(=O)N(C)C3CCCCC3)ccc21
LUMO ... -0.02 eV

```
79
Properties=species:S:1:pos:R:3:forces:R:3
C 1.46961 5.01270 -1.60672 0.04 -0.04 0.24
H 1.64538 6.08405 -1.64717 0.00 0.12 -0.04
H 0.42162 4.82118 -1.82290 -0.09 0.00 -0.05
H 2.07118 4.53264 -2.37476 0.05 -0.03 -0.08
C 1.85201 4.47448 -0.23016 -0.04 0.52 -0.31
N 1.63429 3.04214 -0.14140 0.23 -0.18 0.09
C 2.66522 2.21988 -0.42532 0.15 -0.35 0.01
C 2.61974 0.86183 -0.41277 -0.02 0.00 -0.07
C 1.39213 0.18575 -0.04795 0.09 0.30 0.08
O 1.25719 -1.02887 0.07279 -0.11 -0.06 0.04
C 0.25783 1.10148 0.17203 -0.15 0.19 0.02
C -1.00060 0.54114 0.41162 -0.07 -0.02 0.02
C -2.09441 1.34358 0.60841 -0.33 -0.47 0.00
C -1.96605 2.72562 0.57541 0.15 0.19 -0.06
C -0.74170 3.30208 0.33026 -0.12 0.08 0.04
C 0.39561 2.50338 0.11985 -0.42 -0.57 0.11
H -0.67505 4.37657 0.29199 0.02 0.10 -0.02
H -2.84851 3.32660 0.72381 -0.05 0.21 0.01
S -3.71241 0.65273 0.93612 0.26 0.28 0.31
O -3.69934 -0.73697 0.57920 0.28 0.01 0.13
O -4.69784 1.50436 0.33465 0.05 0.21 0.12
N -3.77624 0.87877 2.58795 -0.05 -0.09 -1.11
C -4.99030 1.41604 3.15134 -0.36 0.17 -0.02
H -5.47486 1.98242 2.35961 -0.16 0.09 0.21
H -5.67768 0.63856 3.49576 0.00 0.03 0.02
H -4.75057 2.08400 3.97994 -0.02 -0.03 -0.01
C -2.99311 -0.08686 3.33714 0.16 -0.22 0.35
C -2.40025 0.53495 4.60242 0.22 -0.07 -0.32
C -1.44649 -0.45739 5.26238 -0.25 0.04 0.24
C -2.17592 -1.75502 5.59904 0.26 -0.10 -0.19
C -2.79546 -2.36378 4.34407 -0.24 0.08 0.25
C -3.74826 -1.37287 3.68102 0.23 -0.05 -0.27
H -4.15916 -1.79354 2.76234 -0.09 0.00 0.06
H -4.57018 -1.14980 4.36461 -0.07 0.03 0.02
H -3.33513 -3.27712 4.60156 0.05 -0.05 -0.07
H -2.00477 -2.62897 3.63962 0.05 -0.08 -0.06
H -1.47935 -2.46398 6.05054 -0.04 -0.01 0.08
H -2.96253 -1.54858 6.32872 -0.04 -0.02 0.08
H -0.62048 -0.67213 4.58096 0.10 0.01 -0.01
H -1.02779 -0.01855 6.17057 0.08 0.01 -0.05
H -1.87531 1.45659 4.34290 -0.04 0.07 0.00
H -3.20341 0.78288 5.29859 -0.07 0.07 0.06
H -2.16916 -0.34979 2.66525 0.13 -0.13 0.23
H -1.09769 -0.53446 0.42178 0.06 -0.11 -0.01
C 3.88899 0.15892 -0.79276 -0.25 -0.14 0.24
O 4.91897 0.79219 -0.98162 0.33 0.22 -0.16
N 3.79230 -1.17240 -0.88796 -0.08 -0.09 0.20
C 4.88472 -1.98664 -1.35265 0.35 0.12 -0.32
H 4.84664 -2.94592 -0.82972 0.05 0.03 0.01
C 4.84596 -2.21416 -2.86748 -0.24 -0.12 0.22
C 3.60526 -2.98723 -3.31810 0.26 0.11 -0.09
N 2.36454 -2.27297 -3.06839 -0.13 -0.23 -0.15
C 1.21563 -3.16169 -3.04793 -0.19 -0.03 0.21
C -0.03205 -2.40438 -2.60583 0.04 -0.12 -0.36
C -0.32534 -1.25130 -3.56267 -0.03 0.19 0.30
C -1.54474 -0.44970 -3.11899 0.19 -0.19 -0.19
H -1.75641 0.34996 -3.82628 -0.07 0.12 -0.04
H -2.42065 -1.08980 -3.05011 -0.16 -0.03 0.03
H -1.37628 -0.00666 -2.13970 0.01 0.07 0.10
C 0.92257 -0.37309 -3.63447 -0.02 -0.28 -0.31
C 2.14543 -1.19933 -4.01978 0.03 0.33 0.12
H 3.02518 -0.55251 -4.02842 0.00 -0.04 -0.08
H 2.00845 -1.60080 -5.04331 0.06 0.00 0.04
H 1.09634 0.08083 -2.65747 0.01 0.08 0.04
H 0.78531 0.42862 -4.36388 -0.01 0.07 0.01
H -0.51992 -1.66357 -4.56094 0.04 -0.01 0.00
H 0.13821 -2.01091 -1.60359 -0.06 -0.02 0.04
H -0.87935 -3.09079 -2.56682 -0.07 -0.04 0.02
H 1.41889 -3.96923 -2.33969 0.02 -0.03 -0.08
H 1.04251 -3.61500 -4.04322 0.03 -0.04 0.03
H 3.56687 -3.92603 -2.75796 -0.01 -0.03 -0.05
H 3.71130 -3.24355 -4.38907 -0.07 -0.07 0.07
H 4.89773 -1.24595 -3.36525 0.09 0.03 -0.05
H 5.73031 -2.78550 -3.15600 0.05 0.03 -0.06
H 5.81209 -1.46803 -1.09312 -0.10 -0.17 0.05
H 2.87163 -1.59608 -0.83384 0.11 0.26 0.08
H 3.60910 2.68643 -0.67701 0.02 0.05 0.01
H 1.28563 4.97724 0.55626 0.12 -0.08 0.00
H 2.91238 4.66134 -0.04732 -0.14 -0.06 0.09
```
Positions in Å, forces in eV/Å.

---

> Which formula does entry 1 have?

C17H41NO5